This record from the OMol25 dataset describes the ion C10H10N3 with charge +1. The level of theory is the ωB97M-V functional and the def2-TZVPD basis.

Its net charge is +1. The value obtained for the energy above the lowest of the compared OMol25 structures with the same formula, charge and spin is 22.90 kcal per mole. The value obtained for the HOMO energy (spin up / spin down) is -13.303 / -13.303 eV.

Geometry (Å):
1 C 0.03868 -2.23328 -2.19685
2 C -0.76574 -1.15336 -2.33041
3 N -1.26342 -0.37823 -1.35519
4 N -0.69413 0.04108 -0.31120
5 C -1.46776 0.56324 0.74650
6 C -2.93470 0.59896 0.60844
7 C -0.64637 0.95469 1.74733
8 C 0.72208 0.74844 1.31770
9 C 1.94477 1.04122 1.88435
10 C 3.07273 0.71896 1.11736
11 N 3.00166 0.22636 -0.09785
12 C 1.84220 -0.04409 -0.67291
13 C 0.66907 0.16986 0.02772
14 H 0.43013 -2.54670 -1.24120
15 H 0.20062 -2.89434 -3.02902
16 H -1.27517 -0.97059 -3.27067
17 H -3.21695 1.38323 -0.09365
18 H -3.31125 -0.34064 0.20795
19 H -3.40106 0.80206 1.56718
20 H -0.94058 1.36015 2.69562
21 H 2.03270 1.49362 2.85796
22 H 4.06731 0.87156 1.50926
23 H 1.89519 -0.41219 -1.68842

This record from the OMol25 dataset describes a cluster of 2 separate species, C10H10N4O5S in total. The level of theory is the ωB97M-V functional and the def2-TZVPD basis.

The value obtained for the HOMO energy is -8.282 eV.

Geometry (Å):
1 N 0.95138 4.86380 -1.14953
2 C 0.22554 4.00561 -0.82639
3 C -0.66258 2.94878 -0.44224
4 C -1.54382 2.25998 -1.28223
5 C -2.31231 1.16042 -0.79178
6 N -3.07346 0.37084 -1.71885
7 O -3.21068 0.78245 -2.89798
8 O -3.58079 -0.70829 -1.31958
9 C -2.27046 0.78395 0.56088
10 C -1.44556 1.51950 1.39293
11 C -0.63517 2.57936 0.93902
12 N 0.08310 3.18561 1.91495
13 O -0.29466 2.48910 3.07946
14 N -1.23382 1.44281 2.77780
15 O -1.67836 0.74070 3.66549
16 H -1.62255 2.53130 -2.33406
17 H -2.81528 -0.07186 0.94373
18 C -0.99779 -2.28015 0.44901
19 S 0.51841 -2.21582 -0.15281
20 C 1.16145 -3.82780 -0.69603
21 C 0.51429 -1.33703 -1.74231
22 O 1.53324 -1.60727 0.72522
23 H -1.83036 -2.35268 -0.24863
24 H -1.15139 -2.17922 1.52217
25 H 0.50793 -4.29377 -1.44500
26 H 2.16161 -3.64617 -1.10920
27 H 1.23126 -4.45504 0.19947
28 H -0.20768 -1.80911 -2.42315
29 H 0.23165 -0.29607 -1.53832
30 H 1.53066 -1.37060 -2.15670

This record from the OMol25 dataset describes a structure of composition C10H10N5NiO4S2. The level of theory is the ωB97M-V functional and the def2-TZVPD basis.

Its net charge is -1. The value obtained for the energy above the lowest of the compared OMol25 structures with the same formula, charge and spin is 0.00 kcal per mole. The value obtained for the HOMO energy (spin up / spin down) is -5.143 / -5.163 eV. As for the spin multiplicity: 3.

Geometry (Å):
1 Ni -1.42316 0.92206 0.31552
2 C -2.18370 -2.48216 -2.07571
3 C -1.42762 -1.94957 -0.88993
4 O -1.95255 -1.20883 -0.06876
5 N -0.13871 -2.33858 -0.74973
6 C 0.69114 -1.76716 0.30159
7 C 1.40210 -0.52570 -0.16605
8 C 2.76699 -0.54224 -0.39647
9 C 3.38733 0.60287 -0.87353
10 C 2.61499 1.71962 -1.11520
11 C 1.25232 1.66390 -0.85335
12 N 0.65519 0.56700 -0.37873
13 H -3.16838 -2.02587 -2.08230
14 H -2.27145 -3.56802 -2.02393
15 H -1.66348 -2.22402 -2.99982
16 H 0.30210 -2.82395 -1.51272
17 H 1.41762 -2.51343 0.62164
18 H 0.04403 -1.52803 1.14430
19 H 3.33109 -1.44313 -0.19391
20 H 4.45538 0.61695 -1.05071
21 H 3.04427 2.63908 -1.48721
22 H 0.59628 2.51417 -0.99413
23 O -2.31531 3.56345 -2.05602
24 S -2.47675 3.35426 -0.63286
25 O -1.14241 2.90017 -0.01490
26 O -3.04300 4.45422 0.10446
27 S -3.51737 1.59260 -0.29774
28 N 1.81506 -0.35664 5.53719
29 C 0.79463 -0.28251 4.98997
30 N -0.41124 -0.24852 4.45810
31 C -0.59143 0.18361 3.26059
32 N -0.84395 0.53439 2.18036

no.,E (eV)
1,-14992.8655
2,-37554.1340
3,-88890.2196